{
  "formula": "C30H43F5P2SY",
  "method": "ωB97M-V/def2-TZVPD",
  "total_charge": 1,
  "orbital_gap_ev": 6.39,
  "fmax_ev_per_a": 3.35,
  "de_lowest_kcal_mol": 32.23,
  "mol_weight_g_mol": 681.58,
  "energy_ha": -2787.11398,
  "elements": ["Y", "C", "C", "C", "C", "C", "C", "H", "H", "H", "C", "H", "H", "H", "C", "H", "H", "H", "C", "H", "H", "H", "C", "H", "H", "H", "C", "C", "C", "C", "C", "C", "C", "C", "H", "H", "H", "H", "H", "H", "H", "H", "H", "H", "H", "H", "P", "P", "C", "C", "H", "H", "H", "H", "C", "H", "H", "H", "C", "H", "H", "H", "C", "H", "H", "H", "C", "H", "H", "H", "F", "C", "C", "F", "C", "F", "C", "S", "C", "F", "C", "F"],
  "positions_angstrom": [[-1.071632, 1.502642, 1.126656], [0.305992, 0.950579, 3.146594], [1.125314, 1.384236, 2.020991], [-0.255013, 3.144667, 2.629627], [-0.616428, 2.042605, 3.450783], [0.847652, 2.757648, 1.800495], [0.918622, 0.049763, 4.150298], [2.018033, 0.111671, 4.049197], [0.668953, -1.027174, 4.048374], [0.650713, 0.371055, 5.171847], [-1.476640, 2.214831, 4.662009], [-1.068237, 1.653868, 5.513727], [-2.526518, 1.920523, 4.517947], [-1.449869, 3.274156, 4.958786], [-1.027649, 4.412134, 2.482629], [-1.389517, 4.811000, 3.438143], [-1.879572, 4.230472, 1.799711], [-0.372450, 5.195093, 2.088067], [1.599285, 3.615220, 0.840980], [2.352682, 4.239733, 1.351542], [0.914611, 4.281688, 0.308613], [2.144509, 2.986272, 0.130629], [2.323991, 0.698703, 1.457423], [3.187759, 1.372455, 1.517995], [2.179889, 0.463061, 0.391491], [2.541611, -0.232634, 1.996228], [0.259152, -3.386044, 0.245703], [1.283789, -3.315132, 1.111745], [2.646054, -2.778732, 0.690467], [3.058306, -3.174911, -0.749564], [3.134530, -1.999246, -1.682133], [2.077808, -1.192799, -1.905247], [0.858042, -1.201810, -1.002623], [0.047727, -2.514749, -0.974989], [3.382054, -3.198550, 1.395707], [2.339944, -3.900519, -1.164500], [2.712528, -1.680492, 0.823301], [0.271375, -3.130629, -1.864380], [-0.506781, -4.179135, 0.352098], [1.177619, -3.608639, 2.165077], [-1.022965, -2.233026, -1.003119], [1.151270, -0.969520, 0.024008], [2.107562, -0.375230, -2.641461], [0.172643, -0.381772, -1.302946], [4.036350, -3.682543, -0.735504], [4.087360, -1.870998, -2.223029], [-0.460477, -0.471653, -3.949396], [-0.784064, 2.699853, -3.986950], [-0.951608, 0.290872, -5.593548], [-1.508786, 1.717883, -5.432156], [-1.717179, -0.367468, -6.040221], [-0.075003, 0.269936, -6.263367], [-1.346807, 2.292771, -6.363002], [-2.598562, 1.689619, -5.246349], [-1.292720, 4.323249, -4.732144], [-0.741947, 5.130380, -4.238038], [-2.364079, 4.473579, -4.580044], [-1.085699, 4.360797, -5.807603], [0.939513, 2.770495, -4.704070], [0.927623, 2.858190, -5.797260], [1.517149, 1.889106, -4.414049], [1.419845, 3.661786, -4.287532], [-2.077183, -1.276946, -3.562978], [-2.187359, -1.277932, -2.472649], [-2.112625, -2.303964, -3.941535], [-2.885211, -0.689319, -4.008520], [0.432044, -1.969088, -4.664982], [0.654884, -1.802432, -5.727155], [-0.171057, -2.877305, -4.550709], [1.369679, -2.092977, -4.117115], [-2.250559, -4.554245, 6.626962], [-2.122849, -3.600428, 5.683325], [-2.216174, -2.257149, 6.015445], [-2.379379, -1.901808, 7.305635], [-2.299308, -1.286093, 5.021827], [-2.681066, -0.061389, 5.486123], [-2.224659, -1.542221, 3.631026], [-2.602399, -0.386659, 2.381249], [-2.030601, -2.916930, 3.360615], [-1.976872, -3.317296, 2.069924], [-2.015707, -3.916109, 4.333014], [-2.021257, -5.208897, 3.956858]],
  "forces_ev_per_a": [[-2.3, -2.4, -0.4], [0.8, 2.5, -0.4], [0.0, 0.6, 1.9], [1.0, -0.3, -0.1], [1.8, -0.3, 0.5], [-0.4, 0.2, 0.2], [-0.1, -1.7, 0.5], [-0.5, 0.0, 0.2], [0.0, 0.5, 0.1], [0.0, -0.2, -0.5], [-0.3, 0.2, 0.2], [-0.2, 0.0, -0.4], [0.5, 0.1, 0.1], [-0.1, -0.3, -0.1], [0.4, 0.3, 0.2], [-0.2, -0.4, -0.3], [-0.1, 0.5, 0.1], [-0.3, -0.1, -0.3], [0.1, 0.2, -0.3], [-0.3, -0.2, -0.1], [0.3, 0.1, -0.2], [-0.1, 0.3, -0.1], [0.1, -0.1, -0.2], [-0.1, -0.3, 0.1], [0.4, 0.1, 0.4], [0.0, 0.4, -0.2], [-0.4, -0.5, 0.3], [-0.1, 0.5, -0.3], [0.1, 0.2, 0.8], [0.3, 0.0, 0.2], [-0.5, 0.4, -0.8], [1.0, 0.6, 0.7], [-0.5, -0.1, -0.2], [0.3, -0.5, -0.2], [-0.3, 0.1, -0.2], [0.3, 0.2, 0.2], [0.2, -0.8, -0.2], [-0.3, 0.4, 0.0], [0.1, 1.0, 0.5], [0.1, -0.8, -0.7], [0.5, -0.5, 0.1], [-0.1, -0.2, -0.1], [0.2, -0.4, 0.4], [0.3, -0.2, -0.2], [-0.4, 0.2, 0.1], [-0.7, 0.0, 0.0], [0.0, -0.7, -1.5], [0.4, 0.3, -2.0], [-0.1, -0.1, 0.2], [-0.4, -0.2, 0.4], [0.4, 0.2, 0.0], [-0.3, 0.1, 0.3], [-0.1, -0.2, 0.5], [0.3, -0.1, -0.2], [-0.1, 0.1, 0.5], [-0.2, 0.0, -0.1], [0.1, 0.1, 0.0], [0.0, -0.1, 0.2], [0.0, 0.0, 0.6], [-0.1, 0.0, 0.2], [0.0, 0.1, -0.1], [0.1, -0.2, -0.1], [0.0, 0.2, 0.4], [-0.3, -0.2, -0.2], [-0.1, 0.3, 0.1], [0.0, -0.1, 0.2], [0.1, 0.3, 0.3], [-0.1, -0.1, 0.3], [0.2, 0.2, -0.1], [-0.1, -0.2, -0.2], [0.3, 0.8, -0.8], [-0.1, -0.2, 0.2], [-0.2, 0.0, 0.4], [0.1, -0.2, -0.8], [-0.7, 0.7, -0.1], [0.4, -0.9, -0.5], [0.4, -1.0, 1.7], [0.2, 0.7, -1.2], [-0.2, 0.3, -0.8], [-0.1, 0.2, 0.8], [-0.2, -0.5, -0.1], [0.2, 0.7, 0.1]]
}